ORCA calculation (wB97M-V/def2-TZVPD) on a single C3H4N2O molecule.

Element x y z (Å)
N: 1.605 0.121 -0.284
C: 0.328 0.680 0.044
N: -0.275 1.658 -0.521
O: -1.958 0.443 -0.731
C: -1.563 -0.537 0.009
C: -0.357 -0.439 0.599
H: 2.220 0.000 0.508
H: 1.999 0.630 -1.046
H: -2.182 -1.417 0.206
H: 0.182 -1.137 1.216

Summary:
- strongest force on any atom (Eh/bohr) = 0.033
- energy above the lowest of the compared OMol25 structures with the same formula, charge and spin (kcal/mol) = 117.0
- gap between HOMO and LUMO (spin up / spin down) (eV) = 8.173 / 7.072
- charge = 0

=====

ORCA calculation (wB97M-V/def2-TZVPD) on 3 unconnected molecules or ions with the total composition C19H51FN9O2P2.

Element x y z (Å)
N: 3.429 -5.556 -0.591
C: 3.599 -5.818 -1.865
N: 4.314 -5.014 -2.662
C: 3.596 -4.570 -3.894
C: 2.786 -5.695 -4.542
C: 2.198 -6.770 -3.600
C: 0.716 -6.625 -3.172
C: -0.011 -5.307 -3.436
C: 0.372 -4.153 -2.508
F: 0.713 -4.627 -1.244
N: 3.058 -6.989 -2.386
H: 3.396 -4.621 -0.213
H: 3.274 -6.326 0.044
H: 4.668 -4.214 -2.144
H: 4.346 -4.236 -4.608
H: 3.008 -3.690 -3.639
H: 2.038 -5.227 -5.178
H: 3.464 -6.220 -5.216
H: 2.278 -7.712 -4.137
H: 0.643 -6.863 -2.112
H: 0.148 -7.406 -3.679
H: 0.028 -4.979 -4.475
H: -1.068 -5.508 -3.250
H: -0.515 -3.533 -2.375
H: 1.132 -3.496 -2.933
H: 3.825 -7.608 -2.641
O: -0.212 1.865 -2.640
P: 0.677 1.470 -1.532
N: 1.435 2.860 -0.980
C: 2.833 3.226 -0.957
C: 0.516 3.939 -0.627
N: 1.693 0.295 -2.292
C: 3.130 0.246 -2.127
C: 1.366 -0.099 -3.658
N: 0.621 0.631 -0.093
C: 1.048 1.160 1.200
C: 0.370 -0.797 -0.087
H: 3.114 3.609 0.031
H: 3.059 4.003 -1.695
H: 3.490 2.386 -1.146
H: -0.051 3.712 0.284
H: -0.205 4.136 -1.422
H: 1.061 4.863 -0.438
H: 3.653 1.052 -2.654
H: 3.512 -0.703 -2.523
H: 3.408 0.269 -1.069
H: 1.792 0.613 -4.376
H: 0.297 -0.178 -3.832
H: 1.806 -1.082 -3.869
H: 2.134 1.081 1.318
H: 0.576 0.589 2.000
H: 0.746 2.192 1.349
H: 1.321 -1.347 -0.097
H: -0.209 -1.110 -0.954
H: -0.192 -1.098 0.800
O: -1.428 3.478 2.544
P: -2.744 3.718 3.171
N: -2.449 4.445 4.663
C: -2.762 4.010 6.006
C: -1.578 5.614 4.599
N: -3.402 2.129 3.249
C: -4.029 1.566 4.428
C: -2.670 1.100 2.519
N: -4.160 4.470 2.765
C: -4.805 5.530 3.527
C: -4.970 3.930 1.679
H: -3.229 4.823 6.575
H: -1.863 3.696 6.548
H: -3.468 3.192 6.028
H: -2.069 6.472 4.124
H: -0.664 5.403 4.040
H: -1.292 5.919 5.605
H: -3.310 1.320 5.218
H: -4.551 0.645 4.157
H: -4.792 2.238 4.828
H: -1.805 0.716 3.078
H: -2.310 1.477 1.565
H: -3.347 0.265 2.317
H: -5.404 5.119 4.345
H: -5.470 6.094 2.872
H: -4.095 6.243 3.932
H: -5.759 3.279 2.066
H: -4.364 3.352 0.985
H: -5.433 4.740 1.112

Summary:
- strongest force on any atom (Eh/bohr) = 0.071
- gap between HOMO and LUMO (eV) = 6.230
- charge = +1

=====

ORCA calculation (wB97M-V/def2-TZVPD) on a molecular structure, C35H45AsN5RuSSb.

Element x y z (Å)
Ru: 1.981 -0.963 0.889
C: -0.447 1.019 3.815
C: 0.249 0.090 2.882
N: 1.282 0.406 2.205
N: 1.851 1.621 2.413
C: 2.929 1.798 1.686
N: 3.624 2.923 1.865
S: 3.577 0.654 0.539
C: -0.200 -1.307 2.701
C: -1.283 -1.833 3.370
C: -1.630 -3.162 3.176
C: -0.881 -3.929 2.310
C: 0.193 -3.340 1.679
N: 0.529 -2.050 1.872
H: 0.012 1.997 3.767
H: -0.392 0.654 4.845
H: -1.504 1.102 3.540
H: 3.216 3.657 2.423
H: 4.334 3.170 1.197
H: -1.840 -1.200 4.051
H: -2.474 -3.593 3.701
H: -1.115 -4.972 2.130
H: 0.817 -3.894 0.997
C: 5.328 -1.376 2.734
Sb: 3.921 -2.590 1.711
C: 5.322 -3.945 0.880
C: 3.281 -3.762 3.370
H: 5.960 -1.995 3.375
H: 4.795 -0.641 3.332
H: 5.941 -0.854 2.003
H: 5.997 -4.215 1.694
H: 5.880 -3.472 0.073
H: 4.819 -4.837 0.505
H: 4.153 -4.145 3.903
H: 2.677 -4.606 3.032
H: 2.683 -3.144 4.038
C: -0.525 3.881 -6.017
C: -0.532 3.264 -4.639
C: -1.659 2.650 -4.126
C: -1.685 2.042 -2.869
C: -3.019 1.442 -2.486
C: -0.514 2.043 -2.080
As: -0.235 1.282 -0.260
N: 0.658 -0.380 -0.552
C: 0.716 -1.129 -1.730
C: 1.781 -2.032 -1.907
C: 1.822 -2.900 -2.984
C: 0.799 -2.887 -3.924
C: -0.251 -1.984 -3.780
C: -0.292 -1.108 -2.706
C: -2.067 0.934 0.376
C: -2.774 -0.275 0.437
C: -2.204 -1.627 0.078
C: -4.127 -0.248 0.793
C: -4.793 0.926 1.102
C: -6.274 0.942 1.398
C: -4.052 2.104 1.115
C: -2.710 2.129 0.771
C: -1.981 3.460 0.800
C: 0.634 2.695 -2.584
C: 1.929 2.782 -1.810
C: 0.607 3.284 -3.841
H: -1.520 3.868 -6.464
H: 0.151 3.332 -6.678
H: -0.174 4.915 -5.981
H: -2.567 2.631 -4.726
H: -3.552 1.133 -3.387
H: -3.642 2.184 -1.977
H: -2.944 0.588 -1.826
H: 2.591 -2.024 -1.189
H: 2.655 -3.586 -3.097
H: 0.821 -3.571 -4.764
H: -1.057 -1.971 -4.505
H: -1.120 -0.423 -2.597
H: -1.127 -1.652 0.156
H: -2.467 -1.904 -0.947
H: -2.620 -2.389 0.737
H: -4.677 -1.188 0.804
H: -6.686 -0.067 1.422
H: -6.808 1.506 0.631
H: -6.481 1.424 2.357
H: -4.542 3.036 1.393
H: -2.626 4.238 1.203
H: -1.670 3.771 -0.201
H: -1.080 3.405 1.414
H: 1.789 3.283 -0.852
H: 2.674 3.339 -2.382
H: 2.334 1.796 -1.607
H: 1.506 3.772 -4.213

Summary:
- strongest force on any atom (Eh/bohr) = 0.053
- energy above the lowest of the compared OMol25 structures with the same formula, charge and spin (kcal/mol) = 9.0
- gap between HOMO and LUMO (spin up / spin down) (eV) = 6.691 / 5.563
- spin multiplicity = 2
- <S²> = 0.768
- charge = +1

=====

ORCA calculation (wB97M-V/def2-TZVPD) on 9 unconnected molecules or ions with the total composition C24H52F6N6O9P.

Element x y z (Å)
P: -0.142 -0.244 1.339
F: -0.871 0.925 2.163
F: -0.507 -1.277 2.513
F: -1.440 -0.639 0.505
F: 0.729 -1.456 0.666
F: 0.288 0.625 0.098
F: 1.177 0.158 2.126
O: -6.146 1.700 2.837
C: -5.240 2.318 3.315
N: -5.501 3.104 4.364
C: -3.843 2.292 2.868
H: -4.734 3.495 4.891
H: -6.389 3.191 4.837
H: -3.264 2.088 3.768
H: -3.463 3.134 2.289
H: -3.717 1.394 2.263
O: 2.167 3.931 2.628
C: 2.567 3.021 3.268
N: 3.711 2.489 2.947
C: 1.732 2.375 4.416
H: 4.273 2.997 2.278
H: 4.015 1.730 3.540
H: 1.045 3.108 4.839
H: 2.264 2.024 5.301
H: 1.133 1.552 4.028
O: 1.806 -3.404 5.268
C: 1.815 -2.408 4.561
N: 1.780 -2.575 3.271
C: 1.682 -1.058 5.156
H: 1.456 -1.792 2.721
H: 1.904 -3.499 2.884
H: 0.708 -0.595 5.001
H: 2.342 -0.428 4.559
H: 1.862 -1.134 6.229
O: -5.180 -2.692 3.961
C: -4.251 -1.979 3.598
N: -4.179 -1.643 2.328
C: -3.184 -1.452 4.607
H: -4.796 -2.036 1.632
H: -3.345 -1.146 2.048
H: -3.725 -1.276 5.536
H: -2.738 -0.464 4.488
H: -2.431 -2.228 4.743
O: 5.350 -0.817 -1.517
C: 4.268 -0.362 -1.118
N: 3.076 -0.470 -1.727
C: 4.260 0.365 0.213
H: 3.145 -0.992 -2.588
H: 2.156 -0.332 -1.332
H: 3.306 0.724 0.600
H: 4.803 1.278 -0.028
H: 4.904 -0.088 0.967
C: 0.006 -2.878 -6.509
C: 0.195 -4.218 -5.754
N: -0.345 -4.090 -4.395
C: 0.343 -3.144 -3.552
C: -0.587 -2.756 -2.377
C: -0.267 -5.417 -3.746
C: -1.612 -6.130 -4.086
H: 0.658 -2.043 -6.252
H: -1.020 -2.511 -6.464
H: 0.215 -2.990 -7.573
H: -0.411 -4.975 -6.254
H: 1.258 -4.449 -5.818
H: 1.358 -3.435 -3.279
H: 0.547 -2.224 -4.100
H: -1.358 -2.079 -2.745
H: -1.037 -3.598 -1.852
H: 0.022 -2.250 -1.627
H: -0.172 -5.498 -2.663
H: 0.619 -5.939 -4.107
H: -1.638 -7.178 -3.785
H: -1.719 -6.116 -5.170
H: -2.375 -5.496 -3.635
O: 3.034 2.388 -3.761
C: 3.068 2.973 -2.704
O: 1.908 3.031 -1.896
C: 2.250 3.578 -0.608
C: 3.496 4.358 -0.984
C: 4.243 3.667 -2.049
H: 2.257 2.768 0.121
H: 1.489 4.287 -0.280
H: 4.136 4.601 -0.136
H: 3.226 5.379 -1.251
H: 4.895 2.865 -1.704
H: 4.787 4.350 -2.702
O: -4.862 3.696 -2.698
C: -3.745 3.234 -2.344
O: -3.146 3.487 -1.156
C: -1.810 2.976 -0.998
C: -1.437 2.649 -2.459
C: -2.754 2.403 -3.142
H: -1.733 2.048 -0.432
H: -1.194 3.773 -0.582
H: -0.774 1.785 -2.516
H: -1.012 3.570 -2.858
H: -3.058 1.358 -3.077
H: -2.581 2.658 -4.187

Summary:
- strongest force on any atom (Eh/bohr) = 0.089
- gap between HOMO and LUMO (eV) = 9.193
- charge = -1

=====

ORCA calculation (wB97M-V/def2-TZVPD) on a gas-phase ion, C8H13N2 (charge +1).

Element x y z (Å)
C: -1.000 0.094 -0.186
C: -0.923 -1.193 -0.110
C: -1.916 1.342 -0.291
C: -0.136 -2.298 -0.192
C: 1.125 0.575 0.964
C: 2.080 -0.708 0.880
C: 1.391 -0.445 -1.344
C: 0.539 0.583 -0.499
N: 1.819 -1.363 -0.388
N: -3.142 1.477 0.424
H: -1.398 2.318 0.048
H: -2.085 1.477 -1.399
H: -0.051 -3.077 -0.998
H: 0.144 -2.696 0.845
H: 0.222 0.358 1.612
H: 1.731 1.489 1.197
H: 3.150 -0.389 0.881
H: 2.009 -1.304 1.746
H: 0.850 -0.930 -2.080
H: 1.962 0.293 -1.961
H: 0.463 1.656 -0.941
H: -3.729 0.729 0.504
H: -3.106 2.012 1.288

Summary:
- strongest force on any atom (Eh/bohr) = 0.078
- energy above the lowest of the compared OMol25 structures with the same formula, charge and spin (kcal/mol) = 181.7
- gap between HOMO and LUMO (spin up / spin down) (eV) = 6.297 / 6.317
- charge = +1

=====

ORCA calculation (wB97M-V/def2-TZVPD) on a molecular structure, C45H39IO3P2Ru.

Element x y z (Å)
Ru: 0.206 0.489 -0.006
C: 7.297 0.139 0.053
O: 6.904 0.186 1.410
C: 5.613 0.174 1.714
C: 5.304 0.235 3.096
C: 4.004 0.209 3.522
C: 2.925 0.130 2.625
C: 1.557 0.105 3.079
C: 1.294 0.177 4.561
O: 0.574 0.033 2.324
C: 3.217 0.116 1.212
O: 2.327 0.113 0.298
C: 4.573 0.118 0.803
H: 8.384 0.152 0.048
H: 6.922 1.012 -0.485
H: 6.939 -0.778 -0.423
H: 6.117 0.302 3.801
H: 3.810 0.255 4.580
H: 1.716 1.088 4.978
H: 1.755 -0.674 5.058
H: 0.223 0.162 4.748
H: 4.750 0.089 -0.260
I: 1.449 0.663 -2.653
C: 0.766 2.687 -2.633
C: 0.691 3.396 -3.803
C: 0.345 4.752 -3.748
C: 0.194 5.373 -2.538
C: 0.321 4.661 -1.327
C: 0.298 5.305 -0.073
C: 0.484 4.595 1.083
C: 0.618 3.196 1.046
C: 0.579 2.519 -0.146
C: 0.537 3.248 -1.363
H: 0.915 2.930 -4.749
H: 0.254 5.308 -4.666
H: 0.016 6.435 -2.495
H: 0.170 6.377 -0.049
H: 0.519 5.101 2.036
H: 0.735 2.666 1.984
C: -1.055 -1.762 -2.495
C: -2.067 -0.610 -2.492
P: -2.705 -0.555 -0.748
C: -2.256 1.088 -0.050
C: -1.994 1.076 1.343
C: -2.063 2.257 2.075
C: -2.404 3.440 1.445
C: -2.640 3.468 0.073
C: -2.568 2.310 -0.678
C: -4.516 -0.444 -0.819
C: -5.221 0.311 0.118
C: -6.602 0.299 0.107
C: -7.286 -0.494 -0.803
C: -6.586 -1.275 -1.711
C: -5.204 -1.270 -1.710
P: -0.321 -1.848 -0.782
C: 1.371 -2.532 -0.896
C: 2.131 -2.674 -2.053
C: 3.420 -3.172 -1.965
C: 3.963 -3.503 -0.733
C: 3.211 -3.354 0.424
C: 1.922 -2.871 0.343
C: -1.169 -3.306 -0.095
C: -0.932 -4.513 -0.753
C: -1.596 -5.655 -0.350
C: -2.476 -5.605 0.722
C: -2.696 -4.411 1.392
C: -2.046 -3.258 0.983
H: -0.291 -1.627 -3.263
H: -1.567 -2.710 -2.679
H: -2.867 -0.779 -3.216
H: -1.583 0.347 -2.732
H: -1.907 0.124 1.868
H: -1.894 2.237 3.140
H: -2.518 4.343 2.024
H: -2.919 4.394 -0.404
H: -2.821 2.329 -1.731
H: -4.688 0.910 0.843
H: -7.142 0.896 0.824
H: -8.364 -0.520 -0.789
H: -7.118 -1.904 -2.407
H: -4.668 -1.903 -2.402
H: 1.727 -2.434 -3.027
H: 4.000 -3.297 -2.867
H: 4.973 -3.878 -0.675
H: 3.630 -3.609 1.385
H: 1.320 -2.758 1.240
H: -0.233 -4.547 -1.579
H: -1.423 -6.584 -0.871
H: -2.988 -6.502 1.036
H: -3.368 -4.381 2.237
H: -2.205 -2.323 1.509

Summary:
- strongest force on any atom (Eh/bohr) = 0.028
- gap between HOMO and LUMO (spin up / spin down) (eV) = 6.429 / 4.346
- spin multiplicity = 5
- <S²> = 6.075
- charge = +2

=====

ORCA calculation (wB97M-V/def2-TZVPD) on a single C7H10 molecule.

Element x y z (Å)
C: 0.437 0.642 1.934
C: -0.163 0.356 0.567
C: 0.665 0.810 -0.643
C: -0.015 0.105 -1.815
C: -0.711 -1.107 -1.255
C: -0.445 -1.118 0.249
C: -1.504 0.028 -1.809
H: 1.403 0.143 2.071
H: 0.588 1.719 2.070
H: -0.237 0.301 2.728
H: 1.704 0.461 -0.557
H: 0.679 1.899 -0.764
H: 0.438 0.201 -2.802
H: -0.863 -2.064 -1.754
H: 0.440 -1.736 0.461
H: -1.288 -1.523 0.819
H: -1.131 0.882 0.500

Summary:
- strongest force on any atom (Eh/bohr) = 0.008
- energy above the lowest of the compared OMol25 structures with the same formula, charge and spin (kcal/mol) = 94.5
- gap between HOMO and LUMO (eV) = 8.411
- charge = 0

=====

ORCA calculation (wB97M-V/def2-TZVPD) on 2 unconnected molecules or ions with the total composition C31H35BN2O6.

Element x y z (Å)
C: 7.656 -0.746 3.182
C: 6.594 0.237 3.139
C: 6.591 1.618 3.149
C: 5.224 2.009 3.106
C: 4.471 0.842 3.064
B: 2.894 0.562 3.085
O: 2.598 -0.193 4.327
C: 1.197 -0.365 4.399
C: 0.487 0.266 3.149
C: -1.018 0.115 3.177
C: 1.141 -0.382 1.875
O: 2.540 -0.202 1.870
C: 0.897 1.779 3.141
O: 2.300 1.914 3.095
O: 5.306 -0.240 3.088
H: 8.626 -0.250 3.195
H: 7.590 -1.355 4.092
H: 7.640 -1.393 2.298
H: 7.439 2.280 3.203
H: 4.810 3.007 3.118
H: 0.962 -1.444 4.460
H: 0.819 0.119 5.321
H: -1.468 0.558 2.277
H: -1.319 -0.941 3.214
H: -1.434 0.632 4.054
H: 0.908 -1.464 1.842
H: 0.718 0.091 0.967
H: 0.453 2.275 2.258
H: 0.503 2.274 4.048
C: -5.026 -7.392 1.343
O: -5.313 -5.984 1.558
C: -4.645 -5.061 0.819
C: -4.902 -3.713 1.161
C: -4.195 -2.714 0.524
C: -3.322 -3.056 -0.531
C: -3.072 -4.372 -0.908
C: -3.714 -5.394 -0.209
N: -2.839 -1.864 -1.080
C: -1.965 -1.773 -2.233
C: -3.371 -0.783 -0.412
C: -4.208 -1.254 0.627
C: -4.910 -0.496 1.576
C: -5.130 0.911 1.533
C: -4.130 1.866 1.282
N: -4.673 3.127 1.380
C: -3.956 4.373 1.194
C: -6.031 3.042 1.651
C: -6.385 1.675 1.742
C: -7.732 1.342 1.823
C: -8.696 2.388 1.826
O: -10.042 2.224 1.810
C: -10.662 0.922 1.819
C: -8.300 3.750 1.799
C: -6.962 4.079 1.689
H: -5.652 -7.904 2.073
H: -5.302 -7.698 0.324
H: -3.965 -7.611 1.531
H: -5.617 -3.475 1.937
H: -2.400 -4.620 -1.726
H: -3.559 -6.449 -0.470
H: -1.692 -2.782 -2.548
H: -2.486 -1.252 -3.043
H: -1.052 -1.215 -1.997
H: -3.169 0.246 -0.680
H: -5.424 -1.053 2.352
H: -3.084 1.692 1.047
H: -4.656 5.211 1.266
H: -3.177 4.500 1.959
H: -3.476 4.371 0.206
H: -8.047 0.301 1.858
H: -11.724 1.143 1.899
H: -10.461 0.385 0.880
H: -10.329 0.331 2.684
H: -9.083 4.505 1.791
H: -6.664 5.117 1.619

Summary:
- strongest force on any atom (Eh/bohr) = 0.051
- energy above the lowest of the compared OMol25 structures with the same formula, charge and spin (kcal/mol) = 0.0
- gap between HOMO and LUMO (eV) = 2.503
- charge = 0